Entry one
Here is C5H10N2S2 as an isolated structure from the OMol25 dataset. Energies are from ωB97M-V with the def2-TZVPD basis set.

Properties
- frontier orbital gap (eV) = 8.4
- HOMO energy (eV) = -7.83
- LUMO energy (eV) = 0.55

Structure (XYZ):
```
19
C5H10N2S2 ωB97M-V with the def2-TZVPD basis set
C -0.061 2.090 -0.313
C 0.190 0.225 1.116
C 0.875 -1.119 0.910
C -0.810 -1.509 -0.955
C -0.356 -0.063 -1.428
H -0.687 2.575 1.932
H -0.903 0.152 1.652
H 0.794 0.754 1.758
H 0.817 -1.598 2.052
H 1.796 -0.764 0.569
H 1.022 -2.638 -0.477
H -1.729 -1.472 -0.395
H -1.099 -2.119 -1.716
H 0.628 -0.104 -1.817
H -0.840 0.582 -2.071
N -0.123 0.812 -0.150
N 0.235 -2.090 -0.114
S 0.246 3.222 1.102
S 0.006 3.063 -1.657
```



Entry two
Here is one molecule with the formula C5H10N2S2 from the OMol25 dataset. Energies are from ωB97M-V with the def2-TZVPD basis set.

Properties
- frontier orbital gap (eV) = 8.5
- HOMO energy (eV) = -7.70
- LUMO energy (eV) = 0.77

Structure (XYZ):
```
19
C5H10N2S2 ωB97M-V with the def2-TZVPD basis set
C 0.388 1.945 0.445
C -0.143 3.213 -1.583
C -0.356 -2.912 -1.759
C 0.426 -0.772 2.934
C -0.036 -1.121 0.180
N 0.877 1.408 1.428
N -0.298 2.501 -0.377
S 0.258 -1.152 -1.612
S 1.062 -0.406 1.222
H -0.310 2.588 -2.493
H -0.854 4.093 -1.666
H 0.866 3.629 -1.805
H -0.565 -3.083 -0.708
H 0.431 -3.519 -2.209
H -1.331 -2.776 -2.461
H 1.127 -0.518 3.719
H 0.102 -1.866 3.105
H -0.565 -0.332 3.296
H -1.078 -0.918 0.344
```



Stability check: which of them is most stable? entry one.



Entry one
Here is a 2-piece molecular cluster, C8H10N4 overall from the OMol25 dataset. Energies are from ωB97M-V with the def2-TZVPD basis set.

Properties
- frontier orbital gap (eV) = 8.8
- HOMO energy (eV) = -8.57
- SMILES string = NC1C=CC=C1.c1cnnnc1
- LUMO energy (eV) = 0.22

Structure (XYZ):
```
22
C8H10N4 ωB97M-V with the def2-TZVPD basis set
N -1.536 2.128 -0.687
C -1.198 0.858 -0.085
C -0.579 -0.150 -1.032
C -1.068 -1.388 -0.757
C -2.190 -1.264 0.175
C -2.317 0.029 0.524
H -2.180 1.980 -1.473
H -2.010 2.722 -0.008
H -0.480 1.054 0.718
H 0.244 0.092 -1.715
H -0.696 -2.328 -1.115
H -2.795 -2.097 0.542
H -3.023 0.428 1.256
C 1.843 -0.553 1.124
C 1.960 -1.281 -0.049
N 2.441 -0.732 -1.150
N 3.021 0.461 -1.100
N 3.001 1.166 -0.019
C 2.292 0.744 1.053
H 1.417 -0.993 2.034
H 1.637 -2.314 -0.133
H 2.215 1.437 1.896
```



Entry two
Here is C8H10N4 as an isolated structure from the OMol25 dataset. Energies are from ωB97M-V with the def2-TZVPD basis set.

Properties
- frontier orbital gap (eV) = 8.6
- HOMO energy (eV) = -7.99
- LUMO energy (eV) = 0.65

Structure (XYZ):
```
22
C8H10N4 ωB97M-V with the def2-TZVPD basis set
C -1.511 0.404 0.119
C -1.571 -0.960 0.357
C 0.212 -0.128 1.539
C 2.228 0.728 -0.581
C -0.140 0.878 0.412
C -0.326 -1.404 0.902
C 0.745 0.393 -0.791
C 0.810 -1.123 -0.742
N 2.863 -0.537 -0.237
N 2.099 -1.496 -0.391
N -2.423 0.276 -0.966
N -2.499 -1.127 -0.715
H 1.281 -0.185 1.737
H -0.307 0.115 2.467
H 2.700 1.089 -1.498
H 2.426 1.449 0.211
H 0.011 1.932 0.639
H -0.106 -2.383 1.293
H 0.339 0.790 -1.720
H 0.303 -1.762 -1.445
H -3.277 0.822 -1.022
H -3.411 -1.558 -0.598
```



Stability check: which of them is most stable? entry one.



Entry one
Here is a 3-piece molecular cluster, C4H15NO2 overall from the OMol25 dataset. Energies are from ωB97M-V with the def2-TZVPD basis set.

Properties
- frontier orbital gap (eV) = 8.8
- HOMO energy (eV) = -8.16
- SMILES string = CCNCC.O.O
- LUMO energy (eV) = 0.63

Structure (XYZ):
```
22
C4H15NO2 ωB97M-V with the def2-TZVPD basis set
C -1.988 0.498 0.717
C -0.530 0.948 0.952
N 0.124 1.355 -0.292
C 1.343 0.696 -0.668
C 1.748 1.009 -2.112
H -2.234 0.485 -0.341
H -2.662 1.108 1.330
H -2.170 -0.477 1.191
H -0.422 1.763 1.676
H 0.041 0.135 1.350
H -0.462 1.885 -0.907
H 2.193 1.071 -0.080
H 1.197 -0.383 -0.568
H 2.381 1.874 -2.249
H 2.389 0.172 -2.434
H 0.900 0.923 -2.740
O -0.744 -1.983 -1.342
H -0.563 -1.676 -0.453
H -1.257 -2.789 -1.321
O 0.184 -2.590 2.799
H -0.444 -1.934 2.487
H 0.976 -2.089 3.003
```



Entry two
Here is a 3-piece molecular cluster, C4H15NO2 overall from the OMol25 dataset. Energies are from ωB97M-V with the def2-TZVPD basis set.

Properties
- frontier orbital gap (eV) = 9.6
- HOMO energy (eV) = -8.77
- SMILES string = CNC(C)C.O.O
- LUMO energy (eV) = 0.80

Structure (XYZ):
```
22
C4H15NO2 ωB97M-V with the def2-TZVPD basis set
C -1.699 -0.528 0.450
N -0.282 -0.639 0.749
C 0.370 0.664 1.005
C 0.023 1.739 0.031
C 1.880 0.443 1.090
H -2.206 -1.460 0.739
H -1.858 -0.712 -0.630
H -2.328 0.285 0.808
H -0.040 -1.324 1.444
H 0.120 0.914 2.050
H 0.376 2.727 0.324
H -1.053 1.814 -0.148
H 0.416 1.600 -0.984
H 2.386 1.306 1.517
H 2.294 0.247 0.095
H 2.128 -0.477 1.628
O -1.656 -0.161 -2.557
H -1.903 0.740 -2.785
H -0.976 -0.023 -1.886
O 1.599 -2.324 -1.278
H 0.734 -2.751 -1.309
H 1.675 -2.080 -0.351
```



Stability check: which of them is most stable? entry two.